1.
85
Properties=species:S:1:pos:R:3:forces:R:3:lowdin_charge:R:1 method="wB97M-V/def2-TZVPD" orbital_gap_ha=0.2944 lumo_ev=-3.457 charge=+1
C 1.165 -2.967 2.603 -0.1 0.0 -0.1 -0.120
O 0.012 -3.771 2.521 0.1 -0.1 0.1 -0.185
C -1.087 -3.274 3.269 0.1 0.0 -0.1 -0.231
C -1.699 -2.017 2.662 -0.1 -0.2 -0.2 -0.187
C -3.187 -1.866 2.992 0.1 0.1 0.7 -0.202
C -3.614 -0.404 3.121 -0.2 -0.2 -0.2 -0.202
C -3.793 0.249 1.753 -0.1 0.0 0.1 -0.209
C -3.738 1.782 1.757 0.2 -0.2 0.1 -0.197
C -3.050 2.313 0.497 -0.1 0.0 0.3 -0.206
C -1.575 1.902 0.487 -0.2 -0.2 -0.1 -0.175
C -0.685 2.724 -0.449 0.0 0.0 0.4 -0.167
N 0.240 1.846 -1.211 0.2 0.0 -0.3 -0.009
C -0.083 1.453 -2.478 -0.1 0.1 0.3 -0.539
I -1.917 1.998 -3.308 0.0 0.0 0.0 1.175
C 0.764 0.645 -3.217 0.3 -0.1 0.0 -0.211
C 0.427 0.216 -4.621 0.0 -0.1 0.1 -0.253
C 1.589 -0.378 -5.422 0.0 -0.1 -0.2 -0.716
C 1.742 -1.894 -5.278 -0.1 0.0 0.1 -0.104
Cl 1.324 0.049 -7.150 0.0 0.0 0.0 0.632
C 1.928 0.224 -2.585 0.0 0.1 0.1 0.085
C 2.245 0.581 -1.281 0.2 -0.2 -0.3 -0.119
C 3.511 0.019 -0.687 -0.3 -0.2 0.0 -0.087
C 3.485 -1.516 -0.628 -0.1 0.1 0.1 -0.233
O 3.987 -2.066 -1.836 -0.2 0.2 -0.2 -0.052
C 1.385 1.421 -0.597 -0.4 0.0 0.0 -0.119
C 1.704 1.836 0.809 0.1 0.1 0.1 -0.066
C 2.909 2.756 0.899 -0.1 0.0 -0.1 -0.224
C 3.322 3.538 -0.173 -0.1 -0.1 0.0 -0.040
C 4.428 4.361 -0.035 0.1 0.1 -0.1 -0.060
C 5.121 4.406 1.158 0.1 0.0 0.2 -0.036
C 4.720 3.635 2.247 0.0 0.0 -0.1 -0.255
C 5.473 3.682 3.546 0.1 -0.1 0.0 -0.041
C 3.608 2.813 2.094 0.1 0.1 0.2 -0.003
H 1.255 -2.319 1.721 0.0 0.1 0.0 0.064
H 2.041 -3.614 2.639 0.0 0.0 0.0 0.088
H 1.149 -2.331 3.492 0.1 0.0 0.1 0.088
H -1.819 -4.081 3.293 0.0 0.0 -0.1 0.126
H -0.760 -3.092 4.300 -0.1 0.0 0.1 0.125
H -1.559 -2.092 1.581 0.0 0.1 0.0 0.104
H -1.154 -1.136 3.015 0.0 0.1 0.0 0.107
H -3.798 -2.384 2.254 0.0 0.0 -0.1 0.101
H -3.384 -2.362 3.948 0.0 0.0 0.0 0.114
H -2.861 0.126 3.711 0.0 0.1 0.0 0.106
H -4.549 -0.336 3.684 0.0 0.0 0.0 0.115
H -3.032 -0.148 1.082 0.0 0.0 0.0 0.075
H -4.741 -0.101 1.339 0.0 0.0 -0.1 0.121
H -3.164 2.100 2.633 0.0 0.1 0.0 0.107
H -4.730 2.218 1.877 -0.1 0.0 -0.1 0.114
H -3.559 1.879 -0.366 0.0 0.2 -0.2 0.097
H -3.141 3.400 0.454 0.0 0.0 -0.1 0.118
H -1.204 1.947 1.513 0.1 0.1 0.0 0.116
H -1.498 0.854 0.191 0.0 0.0 0.0 0.118
H -0.073 3.431 0.103 0.0 0.1 -0.1 0.129
H -1.270 3.305 -1.147 0.0 0.0 -0.2 0.042
H 0.002 1.053 -5.172 0.1 0.1 0.0 0.050
H -0.366 -0.534 -4.558 -0.1 0.0 -0.1 0.121
H 2.531 0.103 -5.170 0.0 0.2 0.0 0.093
H 0.821 -2.352 -4.917 0.0 0.0 0.0 0.084
H 2.537 -2.135 -4.571 0.0 0.0 0.0 0.067
H 1.984 -2.357 -6.229 0.1 0.0 0.0 0.068
H 2.627 -0.422 -3.098 0.0 0.0 -0.1 0.116
H 4.331 0.335 -1.331 0.2 0.0 0.2 0.144
H 3.683 0.380 0.322 0.1 0.2 -0.1 0.108
H 4.079 -1.839 0.228 0.2 -0.1 -0.1 0.122
H 2.459 -1.851 -0.450 0.0 0.0 0.0 0.118
H 3.464 -2.838 -2.067 0.1 -0.1 0.1 0.092
H 0.867 2.301 1.314 -0.1 -0.1 0.0 0.103
H 1.914 0.924 1.371 0.0 0.0 0.0 0.136
H 2.790 3.502 -1.116 0.0 0.0 0.0 0.114
H 4.771 4.968 -0.862 -0.1 0.0 -0.1 0.111
H 5.992 5.042 1.251 0.0 0.0 0.0 0.118
H 6.509 3.970 3.380 0.0 0.1 0.0 0.081
H 5.480 2.706 4.030 -0.1 0.0 0.0 0.081
H 5.023 4.391 4.240 0.0 0.1 0.0 0.089
H 3.287 2.202 2.931 0.0 0.0 0.0 0.128
C -5.381 -4.439 -1.905 -0.1 -0.1 0.0 -0.102
C -6.322 -3.682 -0.986 -0.1 0.0 -0.1 -0.102
O -5.406 -3.013 -0.107 0.0 0.0 0.0 0.057
C -4.217 -2.898 -0.733 -0.1 -0.1 0.1 -0.568
O -3.304 -2.253 -0.325 0.1 0.1 -0.1 0.147
O -4.206 -3.615 -1.874 0.0 0.0 -0.1 0.065
H -5.742 -4.531 -2.925 0.1 0.1 0.0 0.134
H -5.123 -5.425 -1.519 0.0 0.0 0.0 0.135
H -6.908 -2.929 -1.516 0.0 0.0 0.0 0.134
H -6.986 -4.321 -0.413 0.1 0.0 0.1 0.135

***

2.
92
Properties=species:S:1:pos:R:3:forces:R:3:lowdin_charge:R:1 method="wB97M-V/def2-TZVPD" spin_multiplicity=2 orbital_gap_ha="0.2495 / 0.1580" relative_energy_kj_mol=0.0 lumo_ev="-6.267 / -8.680" charge=+2
In -0.194 0.819 0.239 -0.6 1.6 -0.3 0.567
N -4.753 2.022 3.151 -0.4 -0.9 -0.3 0.139
C -3.569 2.503 2.764 0.0 0.1 -0.8 -0.113
N -3.095 2.385 1.551 1.9 0.7 1.2 0.141
C -3.764 1.751 0.590 -0.7 -1.4 -1.8 -0.296
N -3.300 1.434 -0.622 -1.4 0.4 1.3 0.036
N -2.060 1.863 -0.893 2.8 1.0 -1.7 -0.062
C -1.861 2.508 -2.037 -4.1 -1.6 2.9 -0.040
C -0.744 3.277 -2.373 2.7 1.7 -1.8 -0.286
C -0.927 4.491 -3.095 -1.1 -1.1 0.6 0.012
C 0.156 5.175 -3.576 0.9 0.0 -0.5 -0.038
C 1.422 4.642 -3.374 -0.6 -0.7 1.0 -0.003
C 1.521 3.456 -2.624 0.6 0.2 -0.6 -0.129
N 0.490 2.787 -2.143 -0.9 -0.2 0.2 0.082
C -5.082 1.216 0.928 0.1 -0.3 -0.3 -0.107
C -5.840 0.573 -0.044 -0.2 -0.8 -0.6 -0.020
C -6.906 -0.243 0.304 -0.2 0.4 0.6 -0.040
C -7.252 -0.337 1.676 0.9 0.0 0.2 -0.039
C -6.534 0.361 2.662 -0.2 0.1 -1.1 0.005
C -5.465 1.184 2.267 -0.6 0.2 -0.1 -0.163
H -5.247 2.326 3.976 0.5 -0.1 0.3 0.169
H -2.948 2.987 3.511 -0.2 0.3 0.0 0.144
H -2.783 2.640 -2.639 0.5 0.0 0.3 0.154
H -1.929 4.880 -3.299 0.3 -0.3 0.2 0.130
H 0.032 6.052 -4.199 -0.1 0.1 0.2 0.126
H 2.300 5.130 -3.731 0.5 0.1 -0.3 0.111
H 2.472 2.941 -2.501 0.0 0.4 0.1 0.102
H -5.496 0.676 -1.079 -0.3 -0.2 0.4 0.120
H -7.470 -0.793 -0.459 0.2 0.3 0.4 0.119
H -8.010 -1.029 2.032 -0.1 0.2 -0.3 0.115
H -6.829 0.242 3.693 0.1 0.2 0.2 0.115
C 1.551 2.968 5.399 -1.9 -0.4 -0.8 -0.354
S 1.713 3.725 3.767 0.1 -0.2 0.2 0.902
C 0.917 2.552 2.785 -1.0 -0.8 0.8 -1.118
S 0.804 3.087 1.169 -0.1 -1.0 -1.2 0.628
N 0.359 1.456 3.333 0.5 0.9 -0.6 -0.039
N -0.285 0.644 2.452 -0.6 -1.2 1.0 -0.120
C -0.994 -0.341 2.943 1.5 2.6 0.6 -0.059
C -1.715 -1.206 2.090 -0.7 -1.8 -1.6 -0.275
C -2.262 -2.409 2.564 0.1 1.3 -1.1 0.023
C -2.982 -3.183 1.651 0.3 0.0 0.0 -0.010
C -3.131 -2.799 0.305 0.7 0.5 1.6 0.007
C -2.496 -1.594 -0.068 -1.2 -1.3 -0.8 -0.114
N -1.790 -0.864 0.766 0.4 0.5 0.9 0.038
H 1.926 3.634 6.139 0.6 0.4 0.4 0.034
H 2.027 2.010 5.330 0.4 -0.3 0.5 0.031
H 0.458 2.810 5.577 0.9 0.1 0.0 0.054
H -1.116 -0.396 4.021 0.2 -0.2 0.0 0.151
H -2.085 -2.690 3.593 -0.3 -0.1 0.0 0.132
H -3.366 -4.094 2.079 -0.4 -0.3 -0.5 0.121
H -3.673 -3.425 -0.389 0.0 0.2 -0.1 0.120
H -2.659 -1.246 -1.096 0.5 0.1 0.4 0.126
C 4.396 -0.591 1.795 -0.1 0.5 -0.3 -0.213
Si 4.198 -0.118 -0.018 -0.5 0.1 0.0 0.373
C 5.378 -1.190 -1.092 0.0 -0.6 0.6 -0.198
C 4.479 1.729 -0.239 0.9 -0.3 -1.1 -0.222
Ge 1.909 -0.754 -0.787 1.4 -1.1 -0.2 0.662
Si 1.960 -3.108 0.080 -1.4 0.0 -0.2 0.410
C 0.600 -4.122 -0.885 0.2 -0.2 1.8 -0.198
C 1.566 -3.033 1.926 0.9 -0.3 -0.5 -0.203
C 3.647 -3.892 -0.257 -1.0 -0.3 0.4 -0.187
Si 1.795 -1.246 -3.217 -0.7 0.6 0.0 0.372
C 2.572 0.239 -4.058 0.0 0.0 -0.1 -0.219
C 2.748 -2.832 -3.669 0.5 0.3 0.9 -0.184
C -0.052 -1.396 -3.670 0.1 -0.2 -0.2 -0.216
H 5.261 -0.009 2.142 -0.1 -0.2 0.1 0.045
H 4.626 -1.643 1.883 0.1 -0.3 0.2 0.015
H 3.534 -0.349 2.432 0.2 0.0 -0.2 0.029
H 6.246 -0.578 -1.339 0.1 0.1 -0.1 0.035
H 4.969 -1.600 -2.040 0.2 0.3 0.6 0.010
H 5.765 -2.046 -0.459 -0.5 0.9 -0.8 0.051
H 5.464 2.049 0.157 -0.3 -0.3 -0.3 0.050
H 3.768 2.392 0.222 -0.6 0.0 0.1 -0.005
H 4.480 1.898 -1.351 0.0 0.1 0.9 0.033
H -0.374 -4.094 -0.325 0.9 -0.2 -0.3 0.028
H 0.946 -5.176 -0.998 -0.4 0.6 0.1 0.048
H 0.389 -3.727 -1.849 0.0 0.3 -0.9 -0.031
H 2.366 -2.482 2.438 -0.1 -0.3 0.0 0.021
H 1.515 -4.060 2.299 -0.1 0.2 0.3 0.046
H 0.646 -2.505 2.117 -0.4 0.0 0.0 -0.014
H 4.216 -3.474 -1.058 0.2 0.0 -0.6 -0.012
H 3.455 -4.966 -0.418 0.1 0.3 -0.2 0.056
H 4.244 -3.828 0.631 0.4 0.1 0.6 0.026
H 3.526 0.497 -3.594 0.1 -0.1 0.0 0.024
H 1.980 1.163 -4.074 -0.1 -0.4 0.1 0.016
H 2.775 -0.045 -5.089 0.1 0.1 -0.2 0.040
H 3.863 -2.689 -3.657 -1.1 -0.1 0.0 0.047
H 2.437 -3.123 -4.674 0.0 0.0 0.0 0.044
H 2.482 -3.649 -2.973 0.2 0.3 -0.4 0.015
H -0.483 -0.389 -3.690 0.1 0.0 0.0 0.017
H -0.700 -2.006 -3.010 0.6 0.2 -0.3 0.015
H -0.128 -1.808 -4.696 -0.1 0.2 0.5 0.047